(1)
ORCA calculation (the ωB97M-V functional and the def2-TZVPD basis) on the molecule C2H4N2OS in a non-equilibrium geometry.

Structure (XYZ):
```
10
Properties=species:S:1:pos:R:3:lowdin_charge:R:1
H -0.38 -0.94 1.60 0.041
N 0.56 -0.63 1.32 0.129
C 0.58 0.02 0.20 -0.555
N 1.77 0.46 -0.34 0.135
O -0.45 0.39 -0.61 -0.060
C -1.67 -0.20 -0.52 -0.717
S -2.88 0.23 -1.46 0.751
H 2.51 0.24 0.33 0.111
H 1.73 1.38 -0.76 0.105
H -1.77 -0.95 0.25 0.061
```

Results
- highest occupied orbital energy (eV) = -9.4
- total charge = 0
- orbital gap (hartree) = 0.3373
- structure (SMILES) = [H]/N=C(/N)OC=S
- calculated total energy (Eh) = -661.52556
- largest force on an atom (eV Å⁻¹) = 2.1

=====

(2)
ORCA calculation (the ωB97M-V functional and the def2-TZVPD basis) on a cluster of 7 separate species, H14O7 in total in a non-equilibrium geometry.

Structure (XYZ):
```
21
Properties=species:S:1:pos:R:3:lowdin_charge:R:1
O -2.03 2.85 1.00 0.004
H -1.57 2.53 1.74 0.037
H -2.75 3.21 1.50 0.067
O 1.32 -1.06 -1.90 -0.055
H 1.63 -1.97 -1.76 0.075
H 0.41 -0.98 -1.62 -0.030
O 2.49 -1.55 2.53 -0.086
H 2.92 -2.37 2.19 0.054
H 2.12 -1.16 1.71 -0.015
O 1.06 -0.03 0.61 -0.076
H 0.42 0.71 0.45 0.070
H 1.62 -0.12 -0.18 0.057
O -0.37 -2.19 0.77 -0.075
H -1.09 -1.66 1.07 0.009
H 0.24 -1.42 0.70 -0.044
O -1.46 -0.75 -1.62 -0.072
H -1.20 0.17 -1.33 0.014
H -1.12 -0.66 -2.52 0.044
O -0.61 1.89 -1.01 -0.053
H -1.20 2.40 -0.42 0.016
H -0.82 2.15 -1.90 0.060
```

Results
- highest occupied orbital energy (eV) = -10.1
- total charge = 0
- orbital gap (hartree) = 0.3687
- structure (SMILES) = O.O.O.O.O.O.O
- calculated total energy (Eh) = -535.05370
- largest force on an atom (eV Å⁻¹) = 2.7

=====

(3)
ORCA calculation (the ωB97M-V functional and the def2-TZVPD basis) on the molecule C9H8N2O3 in a non-equilibrium geometry.

Structure (XYZ):
```
22
Properties=species:S:1:pos:R:3:lowdin_charge:R:1
C 2.29 -1.02 0.24 -0.083
C 1.51 -2.01 0.88 -0.044
C 1.72 0.10 -0.28 -0.040
C 0.14 -1.86 0.78 -0.026
C 0.33 0.21 -0.27 -0.193
C -0.49 -0.80 0.15 -0.191
C -0.26 1.38 -0.99 -0.010
C -1.38 2.08 -0.59 -0.060
C -1.77 2.12 0.81 -0.260
N -1.90 -0.69 -0.02 0.158
N -2.62 -1.63 -0.30 -0.353
O -2.47 -2.81 -0.58 0.086
O -3.95 -1.30 -0.16 0.108
O -2.68 2.90 1.13 0.011
H 3.28 -1.10 0.50 0.077
H 1.87 -2.87 1.47 0.119
H 2.38 0.84 -0.88 0.154
H -0.36 -2.75 1.07 0.102
H 0.05 1.52 -2.07 0.128
H -1.87 2.66 -1.30 0.087
H -1.24 1.46 1.56 0.136
H -4.17 -0.41 -0.02 0.092
```

Results
- highest occupied orbital energy (eV) = -9.2
- total charge = 0
- orbital gap (hartree) = 0.3242
- calculated total energy (Eh) = -682.78554
- largest force on an atom (eV Å⁻¹) = 4.5

=====

(4)
ORCA calculation (the ωB97M-V functional and the def2-TZVPD basis) on a structure of composition C22H29Cl14N3 in a non-equilibrium geometry.

Structure (XYZ):
```
68
Properties=species:S:1:pos:R:3:lowdin_charge:R:1
N 3.12 -3.44 2.25 0.060
C 2.05 -3.46 3.04 -0.163
C 1.28 -4.60 3.24 -0.110
C 1.71 -5.79 2.67 -0.092
C 2.88 -5.82 1.93 -0.063
C 3.48 -4.59 1.69 -0.163
H 1.73 -2.53 3.51 0.094
H 0.30 -4.58 3.70 0.072
H 1.13 -6.70 2.81 0.107
H 3.23 -6.70 1.40 0.100
H 4.28 -4.60 0.95 0.100
N 0.53 -3.13 -4.43 0.055
C 1.83 -2.81 -4.47 -0.147
C 2.60 -2.71 -3.33 -0.075
C 1.99 -2.72 -2.09 -0.072
C 0.62 -2.96 -2.04 -0.086
C -0.05 -3.19 -3.23 -0.152
H 2.19 -2.56 -5.46 0.103
H 3.65 -2.42 -3.40 0.102
H 2.62 -2.51 -1.24 0.105
H 0.08 -2.97 -1.11 0.077
H -1.12 -3.38 -3.22 0.103
N -0.40 2.22 1.81 0.001
C -1.04 2.33 0.65 -0.158
C -1.01 1.36 -0.33 -0.079
C -0.42 0.13 -0.04 -0.062
C 0.26 -0.02 1.17 -0.064
C 0.27 1.07 2.02 -0.292
H -1.47 3.30 0.40 0.029
H -1.51 1.46 -1.28 0.036
H -0.43 -0.60 -0.83 0.093
H 0.74 -0.93 1.47 0.079
H 0.88 1.06 2.91 -0.308
C 2.42 2.38 -1.05 -0.997
Cl 3.86 1.52 -0.49 0.512
Cl 2.25 3.95 -0.23 0.535
H 2.50 2.64 -2.10 0.017
H 1.55 1.76 -0.84 -0.009
C 1.51 2.66 3.46 -0.883
Cl 0.99 1.15 4.22 0.809
Cl 3.25 2.72 3.11 0.550
H 0.96 2.80 2.54 -0.018
H 1.30 3.45 4.17 0.047
C -1.45 -4.06 1.34 -0.993
Cl -1.38 -2.64 2.40 0.557
Cl -2.24 -5.43 2.17 0.519
H -2.03 -3.80 0.47 0.024
H -0.44 -4.31 1.03 0.012
C -4.24 1.60 -4.67 -1.025
Cl -3.47 0.96 -3.19 0.509
Cl -5.28 0.41 -5.45 0.524
H -4.81 2.46 -4.34 0.023
H -3.47 1.94 -5.35 0.018
C -1.57 4.79 -3.92 -0.943
Cl -2.83 5.60 -2.98 0.519
Cl -0.50 3.89 -2.79 0.530
H -1.99 4.02 -4.56 0.005
H -0.96 5.48 -4.48 0.032
C -3.03 1.88 3.49 -0.991
Cl -3.55 0.20 3.19 0.487
Cl -4.12 3.04 2.71 0.499
H -3.09 1.97 4.57 0.023
H -2.05 2.06 3.06 -0.026
C -0.69 5.42 0.60 -1.052
Cl -2.47 5.42 0.93 0.491
Cl 0.02 7.01 0.88 0.536
H -0.32 4.74 1.36 -0.013
H -0.61 5.10 -0.42 -0.057
```

Results
- highest occupied orbital energy (eV) = -8.6
- total charge = 0
- orbital gap (hartree) = 0.3225
- calculated total energy (Eh) = -7462.42950
- largest force on an atom (eV Å⁻¹) = 12.5

=====

(5)
ORCA calculation (the ωB97M-V functional and the def2-TZVPD basis) on a structure of composition C22H37ClP2W in a non-equilibrium geometry.

Structure (XYZ):
```
63
Properties=species:S:1:pos:R:3:lowdin_spin:R:1
P 0.35 2.45 2.59 0.003
P 1.58 1.76 -3.14 0.084
C 1.65 3.26 1.48 0.020
C 1.86 2.78 0.05 0.029
H 2.60 3.05 2.06 0.001
H 1.52 4.38 1.55 0.000
H 2.31 3.61 -0.57 0.011
H 2.71 2.01 0.04 0.004
C 3.04 0.64 -3.33 0.010
H 2.60 -0.37 -3.44 0.001
H 3.67 0.69 -2.43 0.000
H 3.62 0.94 -4.23 0.002
C 0.87 1.54 -4.82 0.009
H 1.39 2.24 -5.52 0.001
H -0.21 1.75 -4.82 0.001
H 1.05 0.49 -5.13 0.000
C 1.34 1.39 3.65 0.001
H 0.65 0.64 4.06 0.000
H 1.78 2.01 4.44 0.000
H 2.11 0.87 3.04 0.000
C -0.51 3.81 3.31 0.000
H -0.93 4.45 2.51 0.000
H 0.13 4.39 3.98 0.000
H -1.35 3.37 3.87 0.000
W 0.11 2.77 -1.27 1.549
C -0.38 4.07 -2.75 -0.001
C 1.00 4.27 -2.31 0.028
C 1.30 5.52 -1.47 0.028
C 0.13 6.12 -0.66 0.005
C -0.84 5.08 -0.15 0.009
C -1.85 4.49 -0.85 0.050
C -2.46 5.11 -2.10 0.001
C -1.29 5.22 -3.07 0.005
C -0.92 1.47 1.81 0.033
H -0.63 3.21 -3.38 0.005
H 1.84 4.02 -2.98 0.003
H 1.72 6.29 -2.11 0.004
H 2.13 5.35 -0.78 0.001
H 0.55 6.59 0.24 0.000
H -0.29 6.96 -1.21 0.000
H -1.10 5.30 0.93 0.003
H -2.63 3.91 -0.30 0.009
H -2.96 6.09 -2.03 0.000
H -3.24 4.47 -2.54 0.000
H -1.60 5.14 -4.12 -0.001
H -0.76 6.16 -2.99 0.001
H -1.14 1.67 0.73 0.019
H -1.86 1.66 2.34 0.001
H -0.75 0.40 1.95 0.001
Cl -1.47 0.88 -1.70 0.058
C -0.90 -0.78 -1.18 0.007
C -1.61 -1.91 -1.50 0.003
C -1.09 -3.19 -1.20 0.000
C 0.12 -3.27 -0.48 0.002
C 0.80 -2.12 -0.08 -0.001
C 0.33 -0.85 -0.50 0.000
C 1.12 0.36 -0.26 -0.001
H -2.57 -1.78 -2.00 0.000
H -1.63 -4.06 -1.53 0.000
H 0.48 -4.26 -0.24 0.000
H 1.70 -2.23 0.52 0.000
H 1.19 0.54 0.84 0.003
H 2.15 0.26 -0.64 0.000
```

Results
- highest occupied orbital energy (alpha / beta) (eV) = -12.9 / -13.4
- total charge = +2
- 2S+1 = 3
- orbital gap (alpha / beta) (hartree) = 0.1622 / 0.1912
- calculated total energy (Eh) = -2069.56724
- largest force on an atom (eV Å⁻¹) = 4.3

=====

(6)
ORCA calculation (the ωB97M-V functional and the def2-TZVPD basis) on the molecule CH4N2S2 in a non-equilibrium geometry.

Structure (XYZ):
```
9
Properties=species:S:1:pos:R:3:lowdin_charge:R:1
N -1.45 0.33 -0.72 0.053
C -0.20 0.41 -0.11 -0.981
S 0.68 1.88 -0.21 0.499
N 0.35 -0.68 0.40 -0.420
S 2.08 -1.06 0.65 0.703
H -1.76 1.21 -0.95 0.020
H -1.94 -0.44 -1.25 0.136
H -0.15 -1.59 0.67 0.119
H 2.40 -0.05 1.53 -0.129
```

Results
- highest occupied orbital energy (eV) = -8.2
- total charge = 0
- orbital gap (hartree) = 0.3137
- structure (SMILES) = NC(=S)NS
- calculated total energy (Eh) = -946.35553
- largest force on an atom (eV Å⁻¹) = 4.5

=====

(7)
ORCA calculation (the ωB97M-V functional and the def2-TZVPD basis) on a structure of composition C32H34FN2O5ReS6.

Structure (XYZ):
```
81
Properties=species:S:1:pos:R:3:lowdin_spin:R:1
Re 0.01 -0.22 -1.51 2.372
S 0.09 -2.52 -0.69 0.072
S 1.89 -3.28 -1.37 0.018
S 1.74 -2.86 -3.36 0.011
S 1.67 -0.79 -3.30 0.040
C -2.57 -2.67 -3.13 0.001
C -3.65 -2.03 -2.25 0.000
C -4.11 -0.65 -2.71 0.001
C -3.36 -2.14 -0.75 0.001
C -4.05 -3.19 -0.14 0.000
C -3.98 -3.46 1.21 -0.001
C -3.18 -2.66 2.00 0.001
C -2.44 -1.62 1.44 0.001
C -1.58 -0.81 2.39 -0.001
C -0.70 -1.72 3.26 0.000
C -2.42 0.10 3.28 0.000
C -2.52 -1.34 0.06 0.010
N -1.77 -0.19 -0.42 0.098
C -2.34 1.01 0.06 0.015
C -3.73 1.21 0.06 0.012
C -4.32 2.37 0.54 0.000
C -3.54 3.39 1.05 0.012
C -2.16 3.22 1.09 -0.001
C -1.60 2.05 0.62 0.013
F -0.27 1.91 0.81 0.008
H -2.88 -2.62 -4.18 0.000
H -2.45 -3.72 -2.86 0.001
H -1.60 -2.21 -3.05 0.001
H -4.52 -2.68 -2.39 0.000
H -3.41 0.14 -2.49 0.001
H -5.07 -0.40 -2.23 0.000
H -4.29 -0.66 -3.78 0.000
H -4.69 -3.81 -0.76 0.000
H -4.55 -4.27 1.64 0.000
H -3.12 -2.84 3.06 0.000
H -0.92 -0.20 1.78 0.000
H -1.31 -2.36 3.91 0.000
H -0.07 -1.12 3.91 0.000
H -0.07 -2.36 2.65 0.001
H -3.05 -0.49 3.95 0.000
H -3.08 0.75 2.69 0.000
H -1.78 0.74 3.90 0.000
H -4.35 0.42 -0.33 0.001
H -5.39 2.47 0.50 0.000
H -3.99 4.31 1.41 0.001
H -1.50 3.97 1.51 0.000
O -2.47 2.04 -3.49 0.010
S -1.18 1.42 -3.68 0.016
O -0.60 1.54 -4.98 0.009
O -1.20 -0.05 -3.21 0.054
S 0.13 2.07 -2.21 0.109
C 5.74 1.75 1.81 0.000
O 5.38 1.17 0.58 0.000
C 4.66 1.92 -0.29 0.000
C 4.46 3.29 -0.16 0.000
C 3.81 4.00 -1.15 0.001
C 3.36 3.37 -2.29 0.001
C 3.52 2.00 -2.42 0.002
C 4.13 1.27 -1.42 0.000
N 4.29 -0.13 -1.60 0.003
C 4.12 -1.10 -0.75 0.007
C 3.53 -0.96 0.55 0.002
C 4.14 -1.56 1.65 0.001
C 3.67 -1.35 2.92 0.000
C 2.53 -0.54 3.08 0.001
C 1.85 -0.02 2.01 0.002
C 2.30 -0.24 0.69 0.012
O 1.68 0.19 -0.37 0.079
H 6.25 0.97 2.37 0.000
H 4.85 2.07 2.37 0.000
H 6.41 2.60 1.68 0.000
H 4.83 3.80 0.72 0.000
H 3.66 5.07 -1.02 0.000
H 2.83 3.92 -3.06 0.000
H 3.12 1.48 -3.28 0.001
H 4.41 -0.42 -2.57 0.002
H 4.45 -2.07 -1.08 0.001
H 5.03 -2.16 1.49 0.000
H 4.16 -1.78 3.78 0.000
H 2.16 -0.35 4.08 0.000
H 0.96 0.57 2.14 0.000
```

Results
- highest occupied orbital energy (alpha / beta) (eV) = -4.2 / -4.7
- total charge = -1
- 2S+1 = 4
- orbital gap (alpha / beta) (hartree) = 0.2047 / 0.2222
- calculated total energy (Eh) = -4292.92826
- largest force on an atom (eV Å⁻¹) = 0.8